(1)
C57H39BBrClF13O32P2 | the ωB97M-V functional and the def2-TZVPD basis

Last column: Mulliken charge in e.
Geometry (Å):
H 13.77208 4.10513 7.47910  0.358
C -1.87467 -4.08407 -1.21368  0.343
H -5.63301 3.01870 -6.73789  0.506
C 3.25219 -2.77763 3.60744  1.015
F -0.94846 -1.97607 -1.48850  -0.305
H -0.89634 -3.91052 -10.60744  0.269
C -11.50412 6.32084 -0.93674  1.088
C -5.75268 4.09813 -3.43087  0.874
C -6.33292 -6.06573 -7.16364  -0.617
O 10.45299 0.90242 10.26883  -0.633
Br 1.29521 -1.60473 -8.29892  -0.353
C -2.57428 -4.04076 0.16757  0.856
F -3.28451 -1.32290 -4.53581  -0.441
C -9.17376 5.94352 -1.49727  0.541
H -5.20717 9.70774 -0.37235  0.432
H -4.74087 -0.03716 -3.68453  0.176
O -7.93941 5.58005 -1.19883  -0.537
C 1.66747 -4.14373 2.39908  0.350
H -7.35447 5.64546 -2.01094  0.321
C 11.65827 2.18476 8.70123  -0.989
C -5.23944 1.76922 -4.99909  0.994
C -9.43993 6.39714 -2.91444  0.763
H 9.32543 -7.81479 10.45837  0.357
H -5.69492 -6.65643 -10.36276  0.381
C -5.04037 8.63222 -3.68301  1.025
C 10.05927 -0.69467 4.89775  1.096
H -0.66682 -0.31257 -5.39064  0.468
H 11.03573 1.84664 7.88466  0.631
H -5.43441 9.88650 -5.41910  0.450
H -5.39947 2.86213 -1.68987  0.529
C 13.21550 3.01204 11.00249  -1.053
C 8.01225 -1.97905 4.89136  0.227
O -4.89643 -2.22529 -7.05247  -0.534
H -4.57014 6.79935 -2.32936  0.288
F -4.64790 -4.13823 -1.08791  -0.208
F -0.57055 -4.30474 -0.94753  -0.293
C 11.35304 1.68520 10.03221  1.067
C -5.63582 10.97783 -3.60928  0.404
C -5.82876 4.12010 -4.93231  0.680
C 2.92317 -3.68932 2.52903  -0.942
C 0.57556 -3.73049 3.34807  1.113
C -4.36229 -2.99344 -7.84879  0.123
O -0.54010 -4.17038 3.15987  -0.567
O 2.55004 -1.56230 5.54511  -0.601
O 10.03477 1.57888 5.65138  -0.621
C -5.56372 10.96137 -2.11099  1.054
F -3.08607 -2.06482 -1.67728  -0.324
C -10.79940 6.77888 -3.27154  -1.246
C -1.88469 -1.21191 -6.87096  -0.921
O 1.30508 -4.97675 1.43611  -0.609
C 8.59671 -4.28080 8.18121  1.005
O -12.43932 6.33474 -0.15416  -0.641
F -2.30394 -5.13984 -1.90253  -0.267
O 11.25291 -0.56489 4.69694  -0.654
O -4.78934 7.61449 -4.29801  -0.636
H 0.12775 -2.55355 5.12689  0.442
H 6.36663 -2.84951 4.90392  0.287
H 10.94716 1.34064 5.39469  0.357
H -4.54997 -4.49387 -10.15393  0.382
O 7.29472 -7.51887 10.27591  -0.620
C -5.18968 1.75216 -3.49549  0.424
C -5.23934 9.71034 -1.45246  -0.817
C 7.12796 -4.52529 8.39047  0.401
H 13.82779 3.36215 11.82128  0.413
C -5.38796 9.88444 -4.33929  -1.158
H 0.34920 -5.14164 1.55682  0.271
C 7.25490 -0.79147 5.40409  1.069
O -5.95952 12.14843 -4.15151  -0.588
Cl -1.97398 -5.82830 -8.21298  -0.338
F -4.61477 -2.98079 0.73657  -0.272
F -0.70366 -3.49371 -3.77233  -0.353
O 9.90532 -7.15845 10.02773  -0.580
H 9.88639 -2.77580 4.29029  0.460
C -5.03198 -4.32427 -8.09503  0.543
C -4.15094 -4.08628 0.13660  0.666
O 13.00297 3.52352 7.33017  -0.555
C -5.67147 -4.88855 -7.04353  -0.456
H -6.82765 -7.64634 -8.45415  0.380
O 6.05999 -0.91962 5.58718  -0.464
C 13.53409 3.49350 9.66700  0.921
C 7.98749 0.43843 5.66439  -1.156
H -6.28486 5.92229 -4.78096  0.181
C -10.15966 5.91895 -0.58102  -0.863
C -4.99343 8.60777 -2.17793  0.376
H -13.51491 6.96504 -1.77925  0.357
C -5.43441 2.85981 -2.77029  -1.188
C 2.17037 -2.38265 4.56895  0.355
O -6.15143 5.27680 -5.49924  -0.603
O -4.99589 0.73637 -5.57948  -0.284
O 14.45468 4.25144 9.42714  -0.627
F -4.59525 -5.11404 0.84791  -0.272
O 4.36110 -2.30725 3.79098  -0.545
H 5.62829 -5.77078 9.23467  0.452
C 12.67783 3.03326 8.52274  0.327
O -4.88965 0.59491 -2.94738  -0.575
O -4.69807 7.44850 -1.60989  -0.631
O -13.02880 7.07881 -2.61809  -0.583
F -2.85359 -3.61617 -3.92486  -0.211
O 11.85175 1.69181 12.37482  -0.569
C 7.62587 -6.52947 9.65048  1.047
C -5.68190 -6.12806 -9.42139  -0.500
C 9.09335 -6.27054 9.46326  0.429
C -6.31965 -6.69851 -8.37730  -0.451
O -0.26146 -3.76623 -9.89987  -0.434
C 6.68128 -5.58354 9.07956  -0.880
O 7.29260 -3.07824 4.68570  -0.592
C 12.19337 2.16550 11.18117  0.361
H -0.26563 -1.96264 -5.57411  0.431
F -1.69100 -0.44959 -3.41594  -0.417
F -2.16582 -5.14910 0.81773  -0.351
C 9.30323 0.48826 5.42989  0.271
C -5.58337 3.02033 -5.65852  -1.125
H -6.85382 -6.48089 -6.31888  0.406
O -5.96752 5.13892 -2.80795  -0.543
O 0.13327 -4.31142 -6.85167  -0.514
H -2.83961 -0.71660 -6.74285  0.201
H 3.71598 -3.97641 1.85298  0.469
C -1.94508 -2.72286 -1.97891  0.551
H -10.98065 7.08594 -4.29191  0.449
H -5.66603 -4.36012 -6.10436  0.425
H 6.88246 -2.96993 7.41164  0.201
C -11.76959 6.74331 -2.35151  0.355
P -0.65183 -2.26363 -9.26600  -0.325
C -1.84854 -2.83954 -3.51005  0.596
H -1.30332 -0.49545 -7.45795  0.463
H 7.43308 1.28280 6.04905  0.486
F -2.15437 -2.99816 0.87895  -0.329
C 0.91591 -2.83175 4.44183  -1.086
C -1.96913 -1.47556 -4.27487  1.535
O 8.93291 -3.31111 7.52892  -0.422
O 6.31126 -3.62773 7.85026  -0.590
H -9.98773 5.60170 0.43742  0.471
H 10.59498 -5.02116 8.62895  0.439
H -6.08122 12.76273 -3.40308  0.358
C 9.32919 -1.92601 4.65710  -0.810
B -1.98243 -2.54642 -7.80527  1.035
P -1.52853 -4.23868 -6.89490  0.223
C -1.11721 -1.29267 -5.52484  -1.634
O -5.78481 12.00149 -1.51667  -0.636
O -8.51988 6.43197 -3.70683  -0.396
C -5.04305 -4.93980 -9.30818  -0.082
H 11.08778 1.10425 12.22053  0.363
H 3.50296 -1.39164 5.40307  0.328
C 9.54148 -5.21537 8.77194  -1.208
O -3.27667 -2.70275 -8.56460  -0.431
H 0.46616 -4.71724 -7.66249  0.312

Results
HOMO = -4.08 eV
Molar mass = 1671.00 g mol⁻¹
Frontier orbital gap = 0.11906 Eh
Maximum force = 2.24 eV/A
LUMO level = -0.031 Ha
Electronic energy = -9643.41650 hartree
ΔE to the lowest compared entry with this formula, charge and spin = 0.0 kcal/mol
Charge = -1

=====

(2)
C36H45N9 | the ωB97M-V functional and the def2-TZVPD basis

Last column: Mulliken charge in e.
Geometry (Å):
H 5.74801 1.66697 -0.32088  0.226
H -2.46449 -2.99756 0.71338  0.864
N -0.18636 0.52500 -5.68037  -0.005
H 2.86649 -1.86249 4.73738  0.477
N -3.01269 2.19672 2.58827  -0.023
H 0.43645 3.71443 -5.62114  0.422
H -3.75582 -0.92750 -0.19231  0.726
C -4.03843 2.56875 3.41383  -0.719
H 3.87661 -0.10094 -3.17065  0.142
H -2.70502 0.59539 1.22283  0.278
H -5.15115 -0.16429 1.93565  0.628
C 4.77628 -0.05855 -3.76687  0.656
N 0.30636 0.13293 4.91198  0.068
H 4.93284 0.54989 3.62690  0.430
H -0.78452 -1.39160 0.92207  0.102
C -0.54197 1.81901 -5.94048  -0.383
N 0.20226 0.20671 -1.76825  0.426
H 0.03456 0.64384 -2.65889  0.057
C -5.05541 1.64489 3.29834  -0.959
C 6.09713 -0.25501 -3.32977  -0.555
C 1.38455 -0.02725 -1.11547  -0.464
H -1.15520 -0.68199 3.61448  0.519
N 5.41778 1.14774 0.47099  0.057
H 0.72053 -2.60505 3.23387  0.547
C -4.64847 0.71861 2.30025  -0.187
C -0.68538 3.39073 0.60001  -0.497
H -1.08052 3.60251 -0.37764  0.448
H 5.97520 2.45956 2.03485  0.447
C 1.10966 -0.69300 0.04067  -0.360
H 2.37786 2.22355 -4.59105  0.490
C -0.52447 4.09863 1.77387  -1.140
C -4.97740 -2.52049 -2.80298  -0.757
H -4.10335 -3.42222 -0.95329  0.355
H 1.86205 -1.02611 0.73795  0.242
N -5.25793 -1.19665 -3.06864  0.032
H 4.02983 0.19221 -5.89189  0.399
C -0.16205 -0.79137 4.01405  -0.547
H 2.31388 0.29342 -1.55694  0.602
C -0.84180 -0.29111 -1.02030  -1.188
C 4.50374 -0.46704 1.65824  -0.326
C 0.35835 2.06264 2.07123  -0.117
C -3.37519 1.06638 1.92641  -0.233
H 0.82028 1.17625 2.47345  0.491
H -0.87121 5.10848 1.92855  0.381
H 7.97337 -0.40726 -4.52906  0.387
H -1.85454 -0.24817 -1.38130  0.159
C 4.95640 0.51996 2.55130  -0.481
C -3.32700 -2.61598 2.67875  -0.869
H 1.57228 -0.38597 -4.75403  0.445
C 1.94710 -1.31272 4.62621  -0.794
H -3.93441 3.36270 4.13572  0.367
H -1.49997 2.04888 -6.37662  0.401
H 6.40652 -0.17294 -6.47218  0.184
H 2.17541 0.51318 5.88036  0.421
H 3.94370 -1.36228 1.88380  0.519
C 0.84103 -1.72972 3.85175  -0.218
H -4.94911 0.63618 -2.03246  0.442
H -4.18170 -3.15452 4.50167  0.220
C 0.48186 2.64647 -5.49754  -0.954
H -2.13665 2.69504 2.46579  0.585
C 1.04898 0.49226 -5.09095  -0.972
H -0.24575 0.92606 5.18383  0.243
C 4.78537 -0.06314 0.37317  -0.636
C 6.91399 -0.26164 -4.41704  -0.709
C 1.58256 -0.13906 5.26279  -0.710
H -3.35406 -5.55409 1.18754  0.412
C -3.40054 -4.71920 1.86749  -1.207
C 4.77723 -0.02390 -5.15030  -0.840
H -4.23038 -5.51029 3.81426  0.420
C -2.98554 -3.38396 1.57292  0.059
H 4.54367 -0.58235 -0.53739  0.459
H 6.40203 -0.35175 -2.29875  0.394
C -4.80512 -0.43336 -2.03149  -0.989
H -0.75687 -0.23521 -5.99926  0.191
C 5.49588 1.52914 1.78308  -0.650
N -3.79772 -3.45765 3.62491  -0.030
H -5.73526 -0.86556 -3.88203  0.171
C -4.39919 -2.58422 -1.56241  -0.605
C 0.08668 3.25346 2.71199  -0.781
N -0.11973 2.14991 0.80925  -0.059
H -3.29461 -1.55322 2.85532  0.592
N 6.09159 -0.19956 -5.51901  0.030
H 0.02515 1.37265 0.17806  0.728
C -0.28285 -0.88112 0.11534  0.187
H -5.26762 -3.29176 -3.49630  0.410
C 1.44905 1.80052 -4.94674  0.364
C -4.24774 -1.25926 -1.09040  0.264
H 0.38584 3.51546 3.71474  0.457
H -5.96732 1.69598 3.86848  0.416
C -3.88384 -4.74299 3.14499  -0.471

Results
HOMO = -7.89 eV
Molar mass = 603.82 g mol⁻¹
Frontier orbital gap = 0.30599 Eh
Maximum force = 2.13 eV/A
LUMO level = 0.016 Ha
Electronic energy = -1891.50865 hartree
ΔE to the lowest compared entry with this formula, charge and spin = 17.6 kcal/mol
Structure (SMILES) = c1cc[nH]c1.c1cc[nH]c1.c1cc[nH]c1.c1cc[nH]c1.c1cc[nH]c1.c1cc[nH]c1.c1cc[nH]c1.c1cc[nH]c1.c1cc[nH]c1